Here is C23H55AuN3OP4S as an isolated structure from OMol25. Energies are from ωB97M-V/def2-TZVPD.

The geometry in XYZ format:
```
88
C23H55AuN3OP4S, DFT ωB97M-V/def2-TZVPD
Au -0.295 2.559 -0.152
P 1.808 3.022 0.824
P -1.399 1.948 1.940
P -1.575 3.741 -1.674
H 0.527 -1.956 -6.396
C 0.509 -0.860 -6.457
C 1.510 -0.152 -5.939
H 2.341 -0.645 -5.433
C 2.658 1.549 1.411
C 1.767 4.239 2.189
C 2.903 3.771 -0.410
C -2.618 0.611 1.709
C -0.368 1.329 3.318
C -2.336 3.332 2.699
C -1.014 3.408 -3.360
C -1.480 5.535 -1.445
C -3.349 3.343 -1.591
H -0.290 -0.436 -7.070
H 1.591 0.907 -6.137
H 1.967 0.689 1.385
H 3.011 1.760 2.427
H 3.515 1.345 0.747
H 1.443 3.789 3.135
H 1.065 5.052 1.960
H 2.751 4.694 2.366
H 3.118 3.022 -1.180
H 3.853 4.104 0.025
H 2.420 4.631 -0.891
H -3.479 0.796 2.367
H -2.159 -0.361 1.958
H -2.972 0.574 0.668
H -1.009 1.231 4.208
H 0.448 2.023 3.558
H 0.056 0.344 3.082
H -2.901 2.966 3.576
H -3.040 3.769 1.977
H -1.645 4.123 3.029
H -1.541 4.015 -4.105
H -1.151 2.347 -3.602
H 0.058 3.624 -3.424
H -2.024 6.088 -2.220
H -0.434 5.852 -1.460
H -1.895 5.806 -0.469
H -3.950 4.137 -2.065
H -3.667 3.229 -0.544
H -3.527 2.392 -2.111
C 0.589 -1.393 -3.107
C -0.797 -1.149 -3.269
C -1.614 -2.136 -3.794
C -1.061 -3.351 -4.238
C 0.296 -3.609 -4.029
C 1.127 -2.634 -3.486
S 1.678 -0.170 -2.544
H 2.798 -0.793 -2.255
H -1.167 -0.133 -3.057
H -2.687 -1.951 -3.843
H -1.702 -4.120 -4.668
H 0.707 -4.608 -4.233
H 2.201 -2.756 -3.415
C 2.143 -1.858 3.923
N 0.776 -2.246 3.538
C -0.169 -2.286 4.653
P 0.473 -2.279 1.904
O 0.723 -0.996 1.196
N 1.475 -3.502 1.367
C 1.795 -3.625 -0.047
C 1.697 -4.712 2.142
N -1.172 -2.657 1.738
C -1.748 -3.843 2.373
C -1.668 -2.499 0.362
H 2.637 -2.665 4.486
H 2.090 -0.962 4.565
H 2.739 -1.612 3.034
H -1.112 -1.773 4.408
H 0.293 -1.749 5.500
H -0.372 -3.325 4.974
H 2.699 -4.244 -0.127
H 0.996 -4.125 -0.621
H 1.985 -2.642 -0.485
H 1.760 -4.455 3.203
H 0.899 -5.460 2.000
H 2.654 -5.144 1.820
H -2.757 -3.985 1.953
H -1.160 -4.754 2.178
H -1.851 -3.723 3.455
H -2.768 -2.561 0.377
H -1.358 -1.526 -0.043
H -1.271 -3.277 -0.312
```

The value obtained for the HOMO-LUMO gap (spin up / spin down) is 0.263 / 0.133 hartree. Its charge is +3. The calculation puts the total energy at -82919.8622 eV. The value obtained for the maximum force is 2.2 eV/Å. The expectation value of S² is 2.0278. The multiplicity is 3.